# 1
ORCA calculation (ωB97M-V with the def2-TZVPD basis set) on a structure of composition C18H33N2O8P2SSeTi.

XYZ file:
```
66
Properties=species:S:1:pos:R:3:forces:R:3
Ti 0.09740 0.74162 0.92329 -0.239 -0.028 -0.672
C -1.10663 1.53676 4.28426 0.151 -0.058 0.367
C -0.50735 2.07804 3.02362 -0.862 0.185 -0.845
C -1.36429 2.46322 1.95757 0.281 0.364 -0.115
C -0.86565 3.07883 0.78762 -0.152 0.327 0.439
C -1.75904 3.81474 -0.18560 -0.519 -0.124 0.721
C 0.51169 3.10357 0.63513 0.935 0.353 -0.528
C 1.41118 2.65765 1.64287 -0.295 0.382 -1.052
C 2.88952 2.79216 1.39556 -0.180 0.381 0.304
C 0.86007 2.21062 2.84049 0.488 -0.302 0.785
H -0.99106 2.24964 5.10844 -0.076 0.005 -0.167
H -0.60321 0.61969 4.59029 0.020 0.007 -0.062
H -2.16645 1.30987 4.15702 0.137 0.128 -0.002
H -2.43243 2.38707 2.08049 -0.173 -0.082 0.068
H -1.57580 4.89666 -0.11405 -0.127 -0.279 0.252
H -2.81421 3.59762 0.05883 0.445 0.232 -0.274
H -1.57703 3.57265 -1.21758 0.112 -0.328 -0.320
H 0.94057 3.49950 -0.30163 -0.249 -0.220 0.568
H 3.25194 3.71483 1.86936 -0.030 -0.177 -0.104
H 3.10139 2.84829 0.33136 -0.021 -0.041 -0.028
H 3.43946 1.96497 1.81841 0.162 -0.267 0.132
H 1.50861 1.95088 3.67327 0.065 -0.098 -0.175
C 3.53934 -2.89068 -1.48543 -0.386 0.543 -0.225
C 2.35225 -1.93808 -1.13343 0.372 0.387 0.275
O 1.20309 -2.32131 -1.83657 -0.643 -0.451 -0.098
P 2.68542 -0.17268 -1.44778 0.598 -0.121 -0.235
O 4.05690 0.04410 -0.65066 -0.308 0.104 -0.367
O 3.13676 -0.12669 -2.98275 -0.656 0.386 0.494
O 1.62864 0.81296 -1.10804 -0.163 -0.290 -0.032
P 1.96158 -2.02657 0.67585 0.144 -0.525 0.692
O 3.47310 -1.99881 1.26309 0.058 0.535 0.261
O 1.32045 -3.34251 0.91275 -0.247 0.400 -0.193
O 1.40276 -0.72835 1.22514 0.731 -0.971 -0.282
H 3.59337 -3.07445 -2.55853 -0.239 0.262 -0.053
H 3.32705 -3.84431 -1.03110 -0.061 -0.454 0.278
H 4.52138 -2.55610 -1.17020 0.029 0.198 0.200
H 0.82826 -3.04578 -1.30111 -0.093 0.119 -0.207
H 4.05038 -0.48216 0.16918 0.242 -0.020 0.209
H 4.08108 -0.03918 -3.09627 0.525 0.035 -0.103
H 3.85825 -2.86944 1.18539 0.350 -0.479 0.110
C -1.15807 1.89807 -3.48258 0.375 0.493 -0.352
N -1.51689 0.55036 -3.86865 0.571 0.370 0.989
C -1.36383 -0.11333 -5.07829 -0.315 0.860 -0.718
C -1.70812 -1.39279 -4.87836 -0.750 -0.780 1.430
N -2.06472 -1.49009 -3.51055 0.993 0.363 -0.067
C -2.26605 -2.65113 -2.67567 -0.438 -0.939 -0.238
C -1.81672 -0.31543 -2.90042 0.069 -0.610 0.865
Se -1.71584 -0.13085 -0.95410 -0.962 -0.082 -1.178
H -0.14173 2.08050 -3.77587 0.514 0.238 -0.310
H -1.17546 1.99754 -2.39606 -0.234 -0.340 -0.271
H -1.81637 2.62890 -3.93279 -0.169 0.109 -0.154
H -1.13716 0.40308 -6.01447 -0.011 -0.205 0.610
H -1.79574 -2.26082 -5.51960 0.070 0.361 0.017
H -2.73684 -3.45513 -3.26751 0.304 0.326 0.327
H -2.91452 -2.34050 -1.85332 -0.023 -0.291 -0.243
H -1.31837 -2.96716 -2.22676 -0.179 -0.060 -0.265
C -1.50865 -2.81702 3.72911 -0.538 0.437 -0.663
S -2.00190 -1.79915 2.27935 -0.298 -0.059 0.007
C -3.66629 -1.20958 2.75913 0.421 -0.037 -0.540
O -1.14377 -0.55194 2.21909 -0.122 -0.034 0.182
H -2.30918 -3.54887 3.82481 -0.127 0.014 0.090
H -1.36570 -2.27258 4.65970 0.018 0.170 -0.142
H -0.63022 -3.36112 3.40648 0.355 0.137 -0.001
H -4.22745 -2.09358 3.02158 -0.260 -0.267 0.135
H -4.12680 -0.76494 1.85114 0.474 -0.156 0.589
H -3.64236 -0.51127 3.59607 0.138 -0.036 -0.111
```
Forces are in eV/Å.

Its spin multiplicity is 3. The calculation puts the HOMO-LUMO gap (alpha / beta) at 7.35 / 8.23 eV. As for the net charge: +1.



# 2
ORCA calculation (ωB97M-V with the def2-TZVPD basis set) on a cluster of 3 separate species, C18H33N3O3S in total.

XYZ file:
```
58
Properties=species:S:1:pos:R:3:forces:R:3
C -0.95252 -3.81068 -2.16395 -0.137 -0.219 0.115
C -1.13155 -3.11954 -3.26985 -0.289 0.017 0.188
C -1.25218 -1.62492 -3.36162 0.447 0.094 -0.576
S 0.49332 -0.99991 -3.51346 0.396 0.055 0.073
C -1.92924 -1.27307 -4.60174 -1.852 0.377 -1.271
N -2.59816 -1.06225 -5.52805 1.262 -0.341 1.157
C -1.84042 -0.94371 -2.11900 0.300 -0.110 0.567
C -1.86755 0.50050 -2.30050 -1.337 2.275 -1.431
N -2.13479 1.58004 -2.64833 0.956 -1.675 1.020
C -3.18024 -1.47420 -1.60710 -0.260 0.133 -0.333
C -4.35094 -1.33230 -2.57018 0.030 0.077 0.024
O -4.53849 -0.30410 -3.17411 -0.180 0.050 0.335
N -5.22424 -2.41966 -2.63146 0.055 0.204 -0.554
C -6.42106 -2.10089 -3.40312 -0.180 -0.559 -0.070
C -4.57136 -3.65920 -3.06934 0.035 0.114 0.342
H -1.15406 -3.44706 -1.17470 0.495 0.355 0.339
H -0.61279 -4.82244 -2.24935 -0.302 -0.558 0.072
H -1.18756 -3.64983 -4.20158 0.585 0.020 -0.486
H 0.52675 -0.65945 -4.81145 -0.273 -0.036 0.070
H -1.11514 -1.11524 -1.32991 0.216 -0.214 0.289
H -3.09467 -2.48419 -1.25196 0.161 -0.385 0.046
H -3.44382 -0.87643 -0.74252 -0.133 0.194 0.225
H -7.10120 -1.51950 -2.80386 -0.110 0.494 0.097
H -6.21117 -1.61170 -4.34623 0.140 0.311 -0.122
H -6.93103 -3.02432 -3.63441 -0.142 -0.337 0.045
H -5.30457 -4.40288 -3.33786 -0.383 -0.060 -0.027
H -3.99648 -4.07737 -2.25877 0.374 -0.158 0.135
H -3.93781 -3.48977 -3.93727 0.171 -0.067 -0.169
C 0.86558 1.39953 3.56115 -0.111 0.111 0.030
C 0.93818 1.11033 2.07201 0.149 0.016 0.122
O -0.29651 0.69631 1.51422 -0.043 -0.231 -0.138
C -1.35316 1.63653 1.59510 -0.114 0.141 -0.040
C -1.07967 2.93690 0.85942 0.212 0.005 0.039
H 0.41868 0.55864 4.09410 0.039 -0.043 -0.025
H 1.86457 1.58114 3.95989 0.020 0.015 -0.046
H 0.25832 2.28188 3.76950 0.058 0.032 0.022
H 1.63040 0.28434 1.90365 -0.080 -0.061 -0.091
H 1.33802 1.97047 1.52508 -0.012 0.040 0.051
H -1.61649 1.82910 2.64128 0.026 0.022 0.003
H -2.21497 1.14439 1.14155 0.032 -0.074 -0.010
H -0.28665 3.51687 1.33511 -0.045 0.011 0.049
H -1.97739 3.55477 0.84206 -0.023 -0.023 -0.024
H -0.77225 2.73440 -0.16684 -0.094 0.000 -0.040
C 5.69779 0.30596 4.22261 0.119 0.134 0.047
C 5.10098 1.00387 3.01189 0.043 -0.137 0.046
O 4.62741 2.30883 3.28693 -0.238 0.004 -0.043
C 5.59740 3.23968 3.72855 0.105 0.124 0.009
C 6.70256 3.49814 2.71834 0.032 -0.186 -0.039
H 5.00232 0.33711 5.06226 -0.045 -0.045 -0.026
H 5.92082 -0.73480 3.98689 -0.019 -0.009 -0.010
H 6.62632 0.77933 4.54565 0.028 -0.047 -0.021
H 4.23350 0.43902 2.66839 -0.076 0.113 -0.021
H 5.81391 1.02074 2.18019 0.043 -0.009 0.030
H 6.01683 2.92935 4.69213 0.045 -0.016 -0.020
H 5.05174 4.16599 3.90825 -0.096 -0.047 -0.007
H 7.33653 2.62101 2.57819 0.040 0.029 0.030
H 7.33896 4.31600 3.05652 -0.016 0.018 0.009
H 6.27921 3.75825 1.74760 -0.021 0.062 0.016
```
Forces are in eV/Å.

The calculation puts the HOMO-LUMO gap at 9.91 eV. As for the net charge: 0.



# 3
ORCA calculation (ωB97M-V with the def2-TZVPD basis set) on a cluster of 5 separate species, C18H33N5O3S in total.

XYZ file:
```
60
Properties=species:S:1:pos:R:3:forces:R:3
N -1.73133 -0.52933 -0.07169 -5.418 -1.073 1.131
C -3.02161 -0.91864 0.18963 3.478 0.364 -0.707
C -4.29887 0.08071 -0.22055 2.948 1.472 0.801
O -5.04795 -0.37465 -1.39411 -1.039 -0.998 2.843
S -6.20295 -1.57004 -1.04527 0.907 -3.966 2.199
O -5.56454 -2.80373 -0.29356 -1.664 4.921 -2.432
O -7.39167 -1.00981 0.09020 2.519 0.985 -0.516
H -1.03869 -1.24933 0.23672 -1.130 0.487 -0.336
H -3.21312 -1.99200 0.66574 -0.010 2.411 -1.047
H -4.95428 0.37091 0.71388 1.112 -0.946 -1.847
H -3.76736 1.09969 -0.54739 -1.229 -2.342 0.635
H -6.96762 -0.44378 0.79644 -0.521 -0.891 -0.805
C -1.40644 -6.39422 1.71583 -0.054 -0.122 -0.047
C -0.67987 -5.58042 2.78196 0.081 -0.433 -0.143
C -1.02064 -4.08993 2.72777 0.441 0.224 -0.941
C -0.61697 -3.51960 1.37797 2.157 3.367 -7.349
N -0.28197 -3.04651 0.25809 -2.430 -4.073 8.932
H -1.12185 -6.08284 0.70581 -0.064 0.029 0.130
H -1.15500 -7.45534 1.81087 -0.077 0.151 0.004
H -2.49294 -6.29060 1.81580 0.146 -0.027 -0.053
H 0.40118 -5.71953 2.65879 -0.152 0.124 0.103
H -0.94443 -5.97254 3.77016 0.053 0.207 -0.062
H -0.48639 -3.55346 3.51900 -0.061 0.103 -0.273
H -2.09467 -3.93504 2.87795 0.149 0.081 -0.185
C 0.12706 4.32075 2.72875 0.026 0.129 0.063
C 0.64186 2.88806 2.82462 0.070 0.299 0.236
C -0.09364 1.92761 1.88803 -0.991 0.079 0.469
C -1.57143 1.89606 2.24204 -8.313 -0.415 1.717
N -2.79747 1.86991 2.53587 9.702 0.250 -2.281
H -0.92323 4.39379 3.02820 0.098 -0.055 -0.094
H 0.69987 4.97553 3.39310 -0.057 -0.059 -0.129
H 0.22208 4.70424 1.70644 -0.028 -0.033 0.117
H 0.54352 2.54455 3.86170 0.033 -0.044 -0.182
H 1.71013 2.87721 2.58179 -0.157 -0.152 -0.053
H 0.32063 0.91843 1.98402 -0.280 0.085 -0.110
H 0.02062 2.24385 0.84543 -0.172 -0.142 0.123
C 0.36539 5.05456 -2.17272 -0.133 0.065 -0.006
C 1.82932 5.47105 -2.07148 -0.353 0.174 0.170
C 2.79360 4.36784 -2.51160 -0.187 -0.708 0.778
C 2.61443 3.14572 -1.62588 -0.761 -6.980 4.762
N 2.46574 2.13185 -0.89093 1.111 8.124 -5.726
H 0.13861 4.21085 -1.51330 0.066 0.039 -0.118
H -0.28650 5.88232 -1.87596 0.076 -0.113 -0.086
H 0.10876 4.76910 -3.19930 0.003 0.015 0.162
H 2.04449 5.76181 -1.03593 0.093 -0.038 -0.185
H 1.99066 6.35738 -2.69491 0.131 -0.161 0.057
H 3.82771 4.71974 -2.43373 -0.102 -0.282 0.043
H 2.60781 4.08776 -3.55425 0.033 -0.162 0.218
C 3.39356 -2.96922 -2.88417 -0.057 -0.138 -0.043
C 4.12013 -2.15542 -1.81804 0.082 -0.373 -0.167
C 3.77936 -0.66493 -1.87223 0.451 0.134 -0.947
C 4.18303 -0.09460 -3.22203 2.128 3.493 -7.402
N 4.51803 0.37849 -4.34191 -2.635 -3.767 8.869
H 3.67815 -2.65784 -3.89419 -0.048 0.039 0.133
H 3.64500 -4.03034 -2.78913 -0.082 0.129 0.001
H 2.30706 -2.86560 -2.78420 0.145 -0.027 -0.026
H 5.20118 -2.29453 -1.94121 -0.137 0.104 0.093
H 3.85557 -2.54754 -0.82984 0.032 0.193 -0.060
H 4.31361 -0.12846 -1.08100 -0.127 0.118 -0.281
H 2.70533 -0.51004 -1.72205 0.197 0.124 -0.151
```
Forces are in eV/Å.

The calculation puts the HOMO-LUMO gap at 10.23 eV. As for the net charge: 0.



# 4
ORCA calculation (ωB97M-V with the def2-TZVPD basis set) on a structure of composition C18H34AsFeNO6Se2Si2.

XYZ file:
```
65
Properties=species:S:1:pos:R:3:forces:R:3
Fe -0.63982 0.51879 -1.70624 -0.232 0.431 -0.864
O 2.95840 -0.07291 -3.54116 -0.021 -0.010 -0.025
C 1.87383 0.23632 -2.84795 0.152 0.093 0.063
O 0.77393 -0.26787 -3.04694 0.123 -0.059 0.105
C 2.03766 1.25835 -1.80388 -0.031 -0.042 -0.044
C 3.16702 1.98318 -1.47688 -0.066 -0.012 0.023
C 3.06938 2.94129 -0.47161 0.144 0.027 -0.013
C 1.85170 3.14584 0.16415 -0.150 -0.040 0.020
C 0.75706 2.37808 -0.20011 0.145 -0.021 -0.069
N 0.85904 1.44107 -1.17082 -0.243 -0.169 0.119
C -0.63299 2.41537 0.28831 0.026 0.086 0.074
O -1.00538 3.23329 1.26708 -0.036 -0.018 -0.008
O -1.46532 1.68834 -0.23520 -0.005 -0.045 0.223
H 2.73217 -0.75116 -4.19690 -0.011 -0.002 0.004
H 4.09628 1.80069 -1.99827 0.006 0.010 0.001
H 3.93299 3.52741 -0.19253 -0.006 0.000 -0.002
H 1.77343 3.90341 0.93485 0.009 0.002 -0.001
H -0.27222 3.77258 1.58777 0.015 -0.009 -0.009
C -3.98602 -1.27464 -1.86232 0.046 0.026 0.056
Se -2.51623 -0.61621 -2.94036 -0.019 -0.064 -0.042
C -3.49012 0.81769 -3.84382 0.051 -0.036 0.015
C -2.51599 1.66918 -4.63763 -0.041 -0.001 0.044
Se -1.33135 2.61495 -3.40470 0.055 -0.127 0.099
C 0.16817 2.91937 -4.59760 0.025 -0.057 -0.026
H -4.77358 -1.63625 -2.51771 -0.001 0.009 -0.007
H -4.35475 -0.49164 -1.20489 -0.001 -0.001 0.002
H -3.58963 -2.10066 -1.27752 0.001 0.002 0.010
H -4.02993 1.40668 -3.10185 0.006 -0.004 0.009
H -4.21068 0.34848 -4.51210 -0.019 0.022 0.000
H -3.04954 2.40237 -5.23921 0.011 0.007 -0.004
H -1.89920 1.05239 -5.29163 0.016 0.023 -0.007
H 0.52281 1.97577 -5.00764 -0.012 -0.006 0.018
H 0.95459 3.38143 -4.00325 0.007 0.000 -0.007
H -0.11340 3.59529 -5.40020 -0.023 0.007 0.016
O -0.73075 -2.03273 -1.08352 0.088 -0.021 0.267
C 0.17443 -2.68805 -0.60344 -0.082 -0.011 -0.053
O 0.88976 -2.36758 0.44073 -0.109 0.033 -0.074
H 0.47168 -3.66016 -1.01838 0.050 0.020 -0.023
C 2.26413 -2.72713 3.65370 -0.063 -0.033 -0.020
Si 2.25741 -1.06794 2.80344 0.068 0.068 0.033
C 3.75177 -0.90120 1.69001 -0.002 -0.010 -0.009
C 2.18443 0.36343 4.01100 -0.004 -0.014 0.001
As 0.41873 -0.75317 1.34374 0.130 -0.037 0.158
Si -1.42645 -1.61470 2.59770 -0.005 -0.056 -0.055
C -1.25425 -1.12371 4.39245 0.002 0.033 -0.011
C -2.93304 -0.80630 1.85085 0.030 0.005 0.031
C -1.44687 -3.46708 2.37569 -0.025 -0.013 0.014
H 3.16155 -2.84631 4.26488 0.013 0.021 -0.007
H 2.25563 -3.52674 2.91047 0.000 -0.012 0.012
H 1.39738 -2.85718 4.30336 0.023 -0.017 -0.003
H 4.67438 -1.05619 2.25442 -0.003 0.004 0.003
H 3.79418 0.09325 1.23908 -0.006 -0.003 -0.008
H 3.72189 -1.64133 0.88773 0.002 0.010 0.001
H 3.14664 0.48272 4.51447 0.000 -0.016 -0.001
H 1.42650 0.20983 4.77947 -0.023 0.010 0.006
H 1.96398 1.30402 3.49930 0.013 -0.005 0.001
H -1.12421 -0.04449 4.49689 0.005 0.000 0.021
H -0.41995 -1.62230 4.88635 -0.004 0.015 0.001
H -2.16868 -1.39365 4.92690 -0.001 -0.003 -0.003
H -2.93962 0.26761 2.04882 -0.001 0.003 -0.011
H -3.85401 -1.23297 2.25478 -0.005 -0.003 -0.013
H -2.92339 -0.94151 0.76891 -0.031 -0.007 -0.026
H -0.51752 -3.92148 2.72182 0.001 -0.009 -0.015
H -1.59709 -3.74131 1.33021 0.013 0.000 -0.004
H -2.27096 -3.90191 2.94694 0.005 0.018 0.018
```
Forces are in eV/Å.

Its spin multiplicity is 2. The calculation puts the HOMO-LUMO gap (alpha / beta) at 6.17 / 6.67 eV. As for the net charge: +1.



Strongest force on any atom readings, ordered: 0.035, 0.058, 0.197, 0.019 Eh/bohr
E_tot readings, ordered: -156438.2525, -40646.1860, -43622.6817, -274663.5943 eV
M readings, ordered: 626.3, 371.5, 399.6, 705.3 g/mol